Computed, not measured: a cluster of 3 separate species, C6H12N2 in total, with ωB97M-V/def2-TZVPD.

Structure (XYZ):
```
20
Properties=species:S:1:pos:R:3:forces:R:3
N 0.1904 0.1936 -2.2542 -0.1 0.2 0.2
N -3.0589 0.3531 0.4477 0.1 0.1 -0.1
C 3.0957 -0.6605 0.0295 -0.2 0.0 0.4
C -2.2709 0.5207 -0.6809 -0.2 -0.1 -0.7
C -0.1026 -0.7792 1.1863 0.0 0.0 0.1
C 2.4553 0.5032 0.0033 0.3 -0.3 0.3
C 0.0161 0.3208 -1.0558 -1.3 -0.2 0.1
C 0.0684 0.4068 0.2850 2.0 0.1 -0.1
H -2.2832 1.5259 -1.0861 0.1 0.0 0.0
H -2.3754 -0.2615 -1.4232 -0.1 0.0 0.0
H -1.0098 -0.6761 1.7896 0.0 0.0 -0.1
H 1.1810 0.1484 -2.5224 -0.1 0.0 0.2
H 0.0257 1.4034 0.7029 -0.1 0.0 -0.1
H -0.1534 -1.7109 0.6229 0.0 0.1 0.0
H 0.7441 -0.8386 1.8710 0.0 0.0 -0.1
H -3.2620 -0.5917 0.7390 0.1 0.4 0.2
H 3.0348 1.4321 -0.0112 -0.2 0.0 0.0
H 4.1833 -0.7628 0.1362 -0.2 0.1 -0.3
H -3.0409 1.0873 1.1424 -0.1 -0.5 0.0
H 2.5622 -1.6140 0.0781 0.0 0.1 -0.1
```
Positions in Å, forces in eV/Å.

Calculated values
* E: -9389.824 eV
* multiplicity: 1
* net charge: 0
* orbital gap (alpha / beta): 6.6 / 7.4 eV
* energy above the lowest of the compared OMol25 structures with the same formula, charge and spin: 677.9 kJ/mol
* highest occupied orbital energy (alpha / beta): -5.9 / -6.6 eV

Atomic partial charges in e from the Löwdin method, atoms 1 to 2: number 1, N, carries 0.18; number 2, N, carries -0.01

=====

Computed, not measured: a cluster of 7 separate species, C28H56O14 in total, with ωB97M-V/def2-TZVPD.

Structure (XYZ):
```
98
Properties=species:S:1:pos:R:3:forces:R:3
O -5.4498 -0.9695 -3.6988 1.3 -0.7 0.8
O 0.1512 1.0955 -3.5008 -0.1 2.6 3.7
O 0.5092 -3.3635 -3.5298 -3.3 1.8 -2.4
O 2.9082 -7.6965 1.4542 1.6 0.6 -1.5
O -0.8618 2.1315 -1.6888 0.2 -1.1 -1.0
O 1.0192 0.5605 0.8122 -0.8 -1.2 -1.1
O -0.9308 -0.5335 1.2942 -0.1 0.7 0.0
O 4.7182 6.5615 1.9202 0.9 0.2 0.1
O -3.6318 4.3365 1.1302 -1.2 0.6 -0.4
O -2.1168 3.2625 2.3322 0.6 0.9 1.3
O 1.4222 -8.9795 2.4922 -2.3 0.2 1.2
O -5.5048 -1.2155 -1.3358 -0.3 1.0 -3.3
O -1.5828 -3.6685 -2.6168 0.7 -0.3 -0.2
O 4.7322 4.3055 2.1022 -0.2 1.3 -0.1
C 0.2042 1.8685 -2.4978 0.3 -1.9 -3.5
C 2.4212 -8.8425 1.8852 2.0 -1.3 -0.8
C 2.7952 -5.3175 0.8832 1.5 -4.0 2.3
C 2.6362 -3.9145 -2.7788 -2.6 -3.3 -2.1
C -3.2028 1.8625 -1.0308 -2.3 1.8 -1.3
C -4.0618 -2.4975 0.0032 0.4 1.1 2.5
C 3.3492 6.5925 1.6462 0.7 4.4 -3.0
C 0.0232 -0.3915 0.5782 0.8 0.0 1.0
C 0.8642 1.4115 1.9442 4.3 0.3 1.3
C -4.5578 -2.2125 -1.4498 3.2 -1.6 2.6
C -2.0878 1.4605 -2.0318 -2.9 0.4 0.4
C -1.4258 5.0845 1.0972 -0.1 6.8 1.3
C -5.8118 -0.6545 -2.5998 -2.0 -1.5 1.0
C 3.0592 7.7505 0.5622 2.5 -1.6 -2.2
C 1.9252 2.6195 1.9062 -0.7 -0.4 -3.2
C -3.1038 2.5145 3.0192 -0.6 -5.2 -1.2
C -2.4998 4.2535 1.4852 -1.2 -2.7 1.4
C -1.4118 -2.1305 -4.5318 -0.4 -3.2 0.3
C 2.3362 -6.4415 1.7962 -2.8 -0.2 1.2
C 3.3472 -10.0645 1.6772 4.5 7.2 4.4
C -6.8758 0.3315 -2.4078 4.3 3.2 1.9
C -2.4338 1.5015 4.1282 -5.4 7.6 1.6
C 1.4692 2.6265 -2.0288 -4.3 -3.4 3.3
C 5.2662 5.3985 2.1982 1.2 -2.9 0.6
C 1.1282 -4.2705 -2.7258 1.6 2.3 4.1
C -0.8748 -3.1685 -3.4488 -0.5 1.7 -0.2
C 0.3722 -1.4105 -0.4708 -1.3 0.2 6.5
C 6.6962 5.4985 2.6942 0.8 -3.6 -2.1
H 1.8452 1.8915 -1.2588 0.3 1.3 -0.7
H 3.8422 -5.4275 0.8512 1.4 0.9 0.0
H 4.5262 -9.7225 1.4982 -3.0 -0.5 0.9
H 3.5252 7.6195 -0.6258 -0.4 0.3 3.8
H 6.8432 6.2505 3.2982 0.4 4.6 2.9
H -2.8218 1.9655 -0.0698 0.9 -0.9 2.0
H 7.1522 4.6885 3.2962 -1.4 -0.5 -0.4
H -0.7538 -1.3735 -4.7418 1.6 2.1 0.0
H 1.6122 3.4055 2.5022 -1.0 1.1 2.2
H -2.4458 1.5175 -3.0588 0.6 1.4 -0.3
H -4.1818 1.2285 -1.0158 2.2 0.6 -0.2
H -1.6918 5.7025 0.2362 -0.7 0.0 0.1
H -1.1608 5.9755 1.9372 -0.8 -2.7 -1.9
H 1.2212 0.8305 2.8942 -1.4 0.8 -1.5
H 0.8862 -1.1185 -1.1988 5.7 2.7 -5.4
H 1.0252 3.4785 -1.5978 -0.1 1.1 1.3
H 2.9232 -4.0835 -3.8098 0.4 0.5 -0.2
H -3.3118 -3.3605 0.0092 -1.5 0.8 0.1
H 2.3802 -4.4085 0.8972 -1.1 3.8 1.9
H 2.9212 -3.0465 -2.3668 0.7 3.5 1.1
H -3.0138 0.7225 4.4712 -1.5 -1.5 0.4
H -3.4998 1.7995 2.2562 0.6 0.0 0.0
H -4.7978 -3.1355 -1.9958 -0.7 0.4 0.2
H 3.2532 -10.6005 0.9142 -1.9 -4.6 -6.4
H -3.5898 -1.9255 -1.8368 -0.1 0.8 -1.2
H 2.5142 -6.3185 2.8492 0.8 0.6 0.5
H -0.3708 -1.7705 -0.9978 -5.1 -1.3 -1.9
H 3.0712 -4.6785 -2.2308 1.3 -1.6 1.1
H 2.9642 5.8485 1.0612 -0.6 -3.0 -0.3
H -0.0838 1.8275 1.9462 -2.0 0.4 0.5
H -3.3588 -1.5775 0.5142 -2.1 -2.2 -1.8
H -1.6548 1.2635 3.6682 6.9 -2.7 -3.4
H 1.2392 -6.6035 1.8722 0.3 0.4 -0.8
H 7.4952 5.5605 1.9572 -0.5 0.4 -0.8
H -4.9938 -2.5915 0.7462 2.2 -0.3 -1.5
H 2.4772 -5.4955 -0.0418 -1.1 -1.8 -4.2
H -6.5208 1.0725 -3.1098 0.0 0.9 -0.2
H -0.5468 4.7415 0.7712 3.4 -2.3 -0.4
H -2.2088 0.4065 -1.9998 1.8 -1.6 0.8
H 2.8712 6.8805 2.5252 -1.3 -0.1 1.4
H -3.6128 2.9305 -1.0608 0.6 -1.1 -1.0
H -4.0908 2.8505 3.2262 -0.2 2.1 0.9
H 2.0502 2.9795 -2.7448 2.9 0.6 -3.4
H 0.6732 -2.3015 0.0082 1.2 -0.7 0.8
H 2.0932 7.5925 0.2582 -2.9 -0.5 -0.3
H 0.7462 -4.0545 -1.6428 0.5 -1.1 -1.6
H -7.8148 0.2045 -2.7368 -3.4 -1.4 -0.6
H -1.3748 -2.7215 -5.4138 0.7 -0.9 -1.2
H 1.8862 3.3375 0.9352 0.5 -2.5 1.4
H 3.0672 8.7635 0.8712 0.7 0.9 0.4
H -2.4648 -1.8635 -4.6978 0.1 0.1 1.8
H 1.0462 -5.2695 -3.0278 -0.7 -1.5 -0.4
H 2.9352 2.3535 2.2422 -0.3 0.0 -0.7
H -2.2078 2.2445 4.9122 0.3 -0.9 0.3
H 3.2642 -10.5595 2.5892 0.0 -1.3 1.3
H -6.7058 0.7865 -1.3988 -1.0 -0.4 -0.7
```
Positions in Å, forces in eV/Å.

Calculated values
* E: -58598.809 eV
* SMILES: CCOC(C)=O.CCOC(C)=O.CCOC(C)=O.CCOC(C)=O.CCOC(C)=O.CCOC(C)=O.CCOC(C)=O
* multiplicity: 1
* net charge: 0
* orbital gap: 10.7 eV
* energy above the lowest of the compared OMol25 structures with the same formula, charge and spin: 1133.1 kJ/mol
* highest occupied orbital energy: -10.3 eV

Atomic partial charges in e from the Löwdin method, atoms 1 to 2: number 1, O, carries 0.12; number 2, O, carries 0.04